# 1
Here is a structure of composition C16H34BNP2V from OMol25. Energies are from wB97M-V/def2-TZVPD.

Calculated values
- HOMO-LUMO gap (spin up / spin down): 5.65 / 6.21 eV
- Lowest unoccupied orbital energy (spin up / spin down): 0.0 / 0.0 eV
- HOMO (spin up / spin down): -5.679 / -6.241 eV

```
! RIJCOSX wB97M-V def2-TZVPD def2/J DEFGRID3
* xyz 0 4
P -1.266 0.838 -2.415
P -2.125 0.771 2.598
C -1.374 -0.080 -0.720
C -2.117 0.460 0.496
H -0.497 -0.761 -0.428
H -2.029 -0.860 -1.151
H -2.521 1.429 0.219
H -2.918 -0.268 0.697
C -0.578 0.710 3.609
H -0.354 1.758 3.866
H 0.340 0.243 3.211
H -0.854 0.168 4.522
C -2.763 -0.809 3.254
H -1.981 -1.531 3.522
H -3.494 -1.274 2.583
H -3.265 -0.494 4.186
C 0.309 0.808 -3.327
H 0.214 1.424 -4.239
H 0.526 -0.224 -3.642
H 1.138 1.212 -2.718
C -2.395 0.042 -3.604
H -3.356 -0.215 -3.130
H -1.925 -0.875 -4.003
H -2.595 0.718 -4.454
V 1.239 -0.187 0.017
C 1.065 -1.499 1.504
C 2.217 -0.607 1.655
C 3.616 -0.890 1.189
C 3.746 -1.356 -0.291
C 2.660 -0.820 -1.192
C 1.402 -1.572 -1.369
C 1.033 -2.852 -0.684
C 1.161 -2.857 0.874
C -1.600 2.590 -2.261
H 0.234 -1.406 2.214
H 2.189 0.103 2.488
H 4.112 -1.634 1.840
H 4.202 0.036 1.319
H 4.756 -1.049 -0.626
H 3.787 -2.464 -0.349
H 3.015 -0.226 -2.059
H 0.937 -1.515 -2.368
H 1.551 -3.717 -1.144
H -0.035 -2.999 -0.920
H 0.322 -3.469 1.252
H 2.060 -3.413 1.173
H -2.646 2.746 -1.982
H -1.397 3.095 -3.217
H -0.958 3.019 -1.490
B -0.784 3.679 1.090
C 0.162 2.568 0.660
N 0.824 1.671 0.285
H -1.797 3.530 0.412
H -0.150 4.666 0.769
H -1.042 3.640 2.278
*
```

Charge distribution, Mulliken scheme, values in e: number 1, P, carries 1.458; number 2, P, carries 0.293; number 3, C, carries -0.361; number 4, C, carries -1.727; number 5, H, carries -0.013; number 6, H, carries 0.618; number 7, H, carries 0.358; number 8, H, carries 0.580; number 9, C, carries -1.117; number 10, H, carries 0.353; number 11, H, carries 0.177; number 12, H, carries 0.515; number 13, C, carries -1.224; number 14, H, carries 0.344; number 15, H, carries 0.404; number 16, H, carries 0.401; number 17, C, carries -1.454; number 18, H, carries 0.554; number 19, H, carries 0.441; number 20, H, carries 0.289; number 21, C, carries -1.420; number 22, H, carries 0.399; number 23, H, carries 0.423; number 24, H, carries 0.429; number 25, V, carries 0.187; number 26, C, carries 0.894; number 27, C, carries -0.814; number 28, C, carries -1.024; number 29, C, carries -1.234; number 30, C, carries -0.353; number 31, C, carries 0.115; number 32, C, carries -1.007; number 33, C, carries -1.104; number 34, C, carries -1.118; number 35, H, carries 0.108; number 36, H, carries 0.537; number 37, H, carries 0.392; number 38, H, carries 0.414; number 39, H, carries 0.367; number 40, H, carries 0.277; number 41, H, carries 0.350; number 42, H, carries 0.527; number 43, H, carries 0.449; number 44, H, carries 0.340; number 45, H, carries 0.437; number 46, H, carries 0.263; number 47, H, carries 0.399; number 48, H, carries 0.495; number 49, H, carries 0.152; number 50, B, carries 0.084; number 51, C, carries -0.007; number 52, N, carries -0.515; number 53, H, carries -0.063; number 54, H, carries -0.158; number 55, H, carries -0.108

=====

# 2
Here is a structure of composition C12H33BF4O5V2 from OMol25. Energies are from wB97M-V/def2-TZVPD.

Calculated values
- HOMO-LUMO gap (spin up / spin down): 9.11 / 9.26 eV
- Lowest unoccupied orbital energy (spin up / spin down): -7.0 / -7.1 eV
- HOMO (spin up / spin down): -16.123 / -16.347 eV

```
! RIJCOSX wB97M-V def2-TZVPD def2/J DEFGRID3
* xyz 2 7
V 0.509 1.678 0.456
V 0.549 -1.600 2.620
O 0.473 -0.294 0.983
H 0.522 -0.765 0.140
B -2.085 -1.505 2.726
F -1.230 -2.671 2.635
F -3.128 -1.767 3.525
F -1.204 -0.521 3.338
F -2.428 -1.119 1.447
C 2.372 -5.076 0.273
C 2.086 -3.589 0.362
C 1.811 -2.993 -1.003
O 0.857 -3.389 1.158
H 2.854 -5.471 1.161
H 2.901 -5.326 -0.644
H 1.418 -5.603 0.149
H 2.884 -3.102 0.924
H 2.600 -3.234 -1.717
H 1.779 -1.894 -0.995
H 0.850 -3.278 -1.435
H 0.166 -3.914 0.733
C -3.151 1.318 -2.201
C -2.122 0.441 -1.508
C -1.783 -0.791 -2.349
O -0.884 1.217 -1.378
H -3.417 2.136 -1.521
H -4.088 0.811 -2.408
H -2.706 1.809 -3.070
H -2.435 0.085 -0.532
H -1.164 -0.607 -3.229
H -2.666 -1.297 -2.739
H -1.256 -1.471 -1.672
H -0.805 1.807 -2.137
C -2.607 3.874 0.964
C -2.651 2.659 1.877
C -4.037 2.031 1.964
O -1.612 1.721 1.499
H -2.423 3.579 -0.070
H -1.789 4.520 1.294
H -3.536 4.428 1.046
H -2.437 2.955 2.910
H -4.308 1.516 1.041
H -4.772 2.718 2.369
H -3.990 1.237 2.724
H -1.771 0.903 2.000
C 5.010 1.482 -0.148
C 3.688 1.884 -0.780
C 3.593 1.566 -2.259
O 2.636 1.157 -0.026
H 5.147 0.396 -0.202
H 4.993 1.744 0.912
H 5.876 1.967 -0.591
H 3.489 2.946 -0.637
H 2.573 1.813 -2.581
H 3.637 0.508 -2.535
H 4.336 2.147 -2.798
H 2.880 0.225 -0.064
*
```

Charge distribution, Mulliken scheme, values in e: number 1, V, carries 0.903; number 2, V, carries 1.041; number 3, O, carries 0.128; number 4, H, carries 0.095; number 5, B, carries 0.457; number 6, F, carries -0.340; number 7, F, carries -0.244; number 8, F, carries -0.522; number 9, F, carries -0.244; number 10, C, carries -1.293; number 11, C, carries 0.345; number 12, C, carries -0.947; number 13, O, carries -0.349; number 14, H, carries 0.346; number 15, H, carries 0.379; number 16, H, carries 0.359; number 17, H, carries 0.275; number 18, H, carries 0.444; number 19, H, carries -0.084; number 20, H, carries 0.353; number 21, H, carries 0.313; number 22, C, carries -1.363; number 23, C, carries 1.066; number 24, C, carries -1.412; number 25, O, carries 0.001; number 26, H, carries 0.337; number 27, H, carries 0.403; number 28, H, carries 0.439; number 29, H, carries -0.340; number 30, H, carries 0.337; number 31, H, carries 0.414; number 32, H, carries 0.210; number 33, H, carries 0.169; number 34, C, carries -1.316; number 35, C, carries 0.573; number 36, C, carries -1.411; number 37, O, carries -0.018; number 38, H, carries 0.202; number 39, H, carries 0.362; number 40, H, carries 0.398; number 41, H, carries 0.301; number 42, H, carries 0.242; number 43, H, carries 0.492; number 44, H, carries 0.372; number 45, H, carries 0.045; number 46, C, carries -1.325; number 47, C, carries 0.350; number 48, C, carries -1.212; number 49, O, carries -0.340; number 50, H, carries 0.369; number 51, H, carries 0.347; number 52, H, carries 0.399; number 53, H, carries 0.321; number 54, H, carries 0.272; number 55, H, carries 0.286; number 56, H, carries 0.423; number 57, H, carries 0.191

=====

Short version: total energy = -2336.0505; -3165.2465 Ha, in the order given.